25
Properties=species:S:1:pos:R:3:forces:R:3 method="wB97M-V/def2-TZVPD" gap_ha=0.347 mol_weight_g_mol=154.217 smiles="CC(C)=C1C(=[NH2+])N=CN[N@@H+]1C" charge=+2
C -2.10732 -0.96043 0.72965 -1.601 1.485 -3.966
C -1.29589 0.29151 0.36765 0.064 -0.472 0.299
C -1.97248 1.61230 0.73076 0.679 -2.622 -1.648
C -0.02723 0.16159 -0.15073 -2.204 0.618 1.547
C 0.92441 1.25689 -0.28713 -0.214 -1.626 0.291
N 0.76402 2.33324 -0.98782 1.907 0.057 0.481
N 2.03766 1.06207 0.40968 1.127 2.217 -0.505
C 2.39608 -0.01064 0.98053 -0.051 -0.908 -0.047
N 1.86266 -1.20662 0.72903 -2.908 -1.723 -0.940
N 0.60880 -1.18769 -0.12431 0.190 0.423 -1.193
C 0.89542 -1.60373 -1.55326 0.272 0.197 1.129
H -3.13319 -0.72060 1.11417 1.295 -0.315 0.182
H -2.34931 -1.42720 -0.33768 0.441 0.488 2.114
H -1.51041 -1.60925 1.28679 0.328 -1.362 1.372
H -2.93649 1.60192 0.26084 -0.652 0.255 -0.134
H -2.08213 1.55731 1.77803 -0.229 0.295 1.368
H -1.38560 2.40183 0.39494 0.673 1.723 -0.171
H -0.03656 2.55627 -1.50709 -1.262 0.100 -0.867
H 1.59335 2.92033 -1.10620 -0.384 0.175 0.270
H 3.22369 -0.00527 1.66061 0.409 -0.093 0.496
H 1.98017 -2.12038 1.18866 0.403 0.805 -0.017
H -0.19805 -1.83330 0.08871 1.351 0.386 1.128
H 1.68102 -1.01885 -1.91752 1.331 0.686 -0.589
H 1.03820 -2.63739 -1.65599 0.781 -1.488 0.348
H 0.02917 -1.41391 -2.09231 -1.745 0.699 -0.948

***

29
Properties=species:S:1:pos:R:3:forces:R:3 method="wB97M-V/def2-TZVPD" gap_ha=0.329 mol_weight_g_mol=216.221 charge=+1
C -1.07494 -0.84482 -0.93431 0.779 0.480 -0.599
C -1.46567 1.22216 0.21629 0.553 -0.144 0.012
C 2.54045 0.36888 -0.71024 1.884 0.823 -0.683
C 0.61930 0.26977 0.78762 0.317 2.337 -2.486
C -3.31972 -0.17526 -0.28133 0.620 -5.432 -1.169
C 0.51490 2.74521 0.16665 -3.874 -0.733 -3.044
C 0.47580 -1.89410 1.67339 -1.282 -2.246 -0.533
N -1.91596 0.08115 -0.36290 -0.453 -1.323 -0.648
N -0.04895 1.30624 0.24127 1.199 0.524 1.328
N 3.86408 0.02794 -0.68005 0.324 -0.862 0.559
N 1.96025 0.17147 0.54517 -1.296 -0.451 1.736
N -1.66708 -1.83108 -1.56630 -0.808 1.172 1.254
O -2.15074 2.09706 0.63663 -0.449 0.662 0.194
O 1.98869 0.90855 -1.61564 -0.624 0.091 -0.621
O -0.04192 -0.56965 1.47437 -0.479 -0.507 2.321
H -3.85391 0.62908 -0.05094 -2.057 3.258 1.514
H -3.67085 -0.46697 -1.30636 0.130 0.129 0.908
H -3.46917 -1.09767 0.43819 -0.121 1.944 -1.274
H -0.11221 3.36583 0.81727 0.861 -0.277 0.313
H 1.52235 2.61103 0.23223 2.658 0.391 0.898
H 0.31564 3.14100 -0.91176 0.315 -0.935 1.816
H -0.34568 -2.68502 1.66671 0.402 1.630 -0.326
H 0.93673 -2.15643 2.63215 0.504 1.164 -0.238
H 1.02468 -2.04479 0.76275 0.838 -0.767 0.090
H 4.18310 -0.62743 0.03735 -0.017 0.461 -0.620
H 4.45346 0.10440 -1.50659 -0.613 0.047 0.255
H 2.53568 -0.13521 1.31431 0.025 -0.285 -0.059
H -1.17074 -2.45774 -2.09604 2.009 -1.458 -1.086
H -2.62755 -2.06359 -1.61989 -1.346 0.307 0.186

***

29
Properties=species:S:1:pos:R:3:forces:R:3 method="wB97M-V/def2-TZVPD" gap_ha=0.308 mol_weight_g_mol=210.245 charge=+2
C -1.24361 2.14285 -2.03892 1.623 -0.358 0.816
C 0.19905 -2.72304 0.69371 2.804 -0.070 0.157
C -1.39641 2.79318 -3.36724 -2.027 1.651 1.349
C -0.59498 -3.94159 0.91297 1.572 -0.329 1.741
C -1.99887 1.39856 1.27556 -3.334 1.302 4.273
C 3.33259 -1.06729 0.88678 0.030 -4.170 0.598
C 0.87836 1.11065 0.49442 2.101 -2.829 -0.777
N -2.18340 1.93132 -1.03273 0.467 0.031 -0.697
N 1.61993 -2.77346 0.76930 -1.884 -1.532 0.714
N 0.01277 1.83547 -1.60792 -2.564 0.032 1.117
N -0.13282 -1.48219 0.49355 -1.327 1.595 0.331
N -1.54878 1.51015 -0.01592 3.432 0.597 -2.724
N 1.98655 -1.58504 0.75564 -0.705 2.333 -0.853
N -0.18623 1.49455 -0.31878 -0.556 -0.361 -0.819
N 0.94972 -0.74453 0.56179 -0.347 1.159 -0.216
H -0.53280 2.53144 -3.93457 0.571 0.361 -0.545
H -2.31984 2.51039 -3.88462 0.248 -0.197 0.150
H -1.55656 3.93128 -3.12357 0.757 -1.952 -0.762
H -0.77427 -4.11109 2.02796 0.194 0.414 -1.413
H -1.51100 -3.91013 0.40235 -1.133 -0.246 -0.767
H 0.11093 -4.72181 0.60295 -0.759 -0.312 -0.111
H -1.56534 2.14723 1.99034 -0.079 -0.165 -1.080
H -3.10951 1.62454 1.27771 1.270 -0.157 -0.233
H -1.93461 0.48463 1.84302 0.514 -0.984 -0.801
H 3.45827 -0.91425 1.91585 0.649 0.176 1.532
H 3.97417 -1.89618 0.51866 -0.038 1.006 0.157
H 3.36314 -0.18924 0.40035 0.630 2.816 -2.012
H 1.88600 1.27819 -0.05738 -2.032 0.139 1.155
H 0.81755 1.33541 1.55873 -0.077 0.050 -0.281

***

25
Properties=species:S:1:pos:R:3:forces:R:3 method="wB97M-V/def2-TZVPD" gap_ha=0.309 mol_weight_g_mol=175.168 smiles="C1=POOC1.C1CCNCC1"
C -3.96908 -0.24789 0.91782 2.605 1.722 -2.482
P -2.99623 1.01063 0.25882 -1.615 -1.200 0.353
O -2.65912 0.28096 -1.22883 -0.578 -0.559 2.105
O -3.39565 -1.00003 -1.25621 -0.239 -0.711 -0.806
C -3.74833 -1.46914 0.03038 -1.253 0.730 1.509
H -4.60906 -0.26091 1.76026 -0.178 0.113 0.815
H -2.94377 -2.05290 0.53370 -0.546 -0.246 -0.705
H -4.78123 -1.97443 0.03985 1.787 0.180 -0.793
C 1.67360 -1.00484 0.07159 1.691 0.051 1.254
C 0.49002 -0.09974 0.41435 -0.907 -1.568 1.987
C 0.87419 1.32822 0.80961 1.589 -0.280 -0.043
N 1.67080 1.89581 -0.28422 -3.177 1.297 -1.253
C 2.85968 1.17883 -0.60162 0.565 -1.023 -1.024
C 2.69471 -0.39399 -0.84503 -1.038 2.141 -1.633
H 2.20645 -1.36630 0.98646 -0.404 0.844 -0.083
H 1.47921 -1.95880 -0.35098 -1.274 -0.817 -0.546
H -0.30917 -0.20436 -0.34490 0.451 0.604 0.164
H 0.09146 -0.60607 1.33016 -0.289 0.436 -0.572
H 0.09812 1.96223 1.28636 -0.082 -0.199 -1.279
H 1.62609 1.41065 1.58739 0.125 -1.083 0.837
H 1.00488 1.86512 -1.08296 0.988 0.309 0.264
H 3.58127 1.45981 0.19621 -0.006 -0.582 -0.605
H 3.17970 1.54235 -1.60943 0.284 0.148 1.089
H 3.69235 -0.82047 -0.66123 -0.411 -0.278 -0.918
H 2.18912 -0.47475 -1.95758 1.911 -0.031 2.365

***

25
Properties=species:S:1:pos:R:3:forces:R:3 method="wB97M-V/def2-TZVPD" gap_ha=0.265 mol_weight_g_mol=160.193 charge=-1
C -0.02806 -0.26599 1.55724 0.523 1.382 -1.887
C -0.46309 1.13297 1.94099 -0.694 0.193 3.239
C 1.76264 -1.64749 0.82749 -0.129 -1.042 -1.661
C 1.36110 1.96897 -0.20736 -0.349 -0.990 -0.561
C 1.93601 0.57072 -0.01001 0.085 0.622 0.396
O 3.07420 0.30829 -0.39131 -0.377 0.086 0.010
N 1.12184 -0.37009 0.56834 0.575 -0.284 1.283
H 0.28799 -0.81273 2.42680 0.075 -0.310 0.295
H -0.87433 -0.72939 1.05570 -0.132 -0.392 0.159
H -0.68365 1.19079 3.02947 0.142 -1.197 0.261
H -1.49308 1.33157 1.70823 -0.060 0.766 -1.529
H 2.01827 -1.77410 1.88557 0.057 -0.084 -0.229
H 1.72221 2.36663 -1.13849 0.389 0.008 -0.431
H 0.22560 1.96010 2.08352 0.165 0.125 -1.520
H 1.06403 -2.42132 0.46495 -0.011 0.028 0.757
H 2.62228 -1.81242 0.15966 -0.091 0.489 0.612
H 0.29095 1.84335 -0.31179 -0.253 0.505 0.232
H 1.64672 2.66224 0.56799 -0.071 0.030 0.377
C -1.71181 -0.75556 -2.75286 0.310 -0.104 1.892
C -2.96855 -0.80642 -1.78769 0.288 -0.129 -1.627
O -2.70649 -1.13944 -0.61483 -0.167 0.077 0.527
O -4.05911 -0.55172 -2.35155 0.144 -0.036 0.647
H -1.83193 -0.04788 -3.55027 -0.160 0.032 -0.624
H -1.42825 -1.76822 -3.05863 -0.302 0.162 -0.327
H -0.88547 -0.43284 -2.10115 0.041 0.065 -0.290

***

For the records above, the corresponding energy above the lowest of the compared OMol25 structures with the same formula, charge and spin values read 56.32; 35.71; 0.00; 116.24; 23.48 kcal/mol.
For the records above, the corresponding LUMO values read -8.85; -3.43; -9.41; 0.00; 3.20 eV.